Record 1
The following is a quantum chemistry calculation of 15 unconnected molecules or ions with the total composition C44H125N7O15 at a distorted geometry, from the OMol25 dataset.

Summary:
ΔE to the lowest compared entry with this formula, charge and spin = 1.680 eV
HOMO level = -9.1 eV
Gap between HOMO and LUMO = 0.348 Ha
Electronic energy = -3263.055547 hartree

Atoms and positions in Å:
C: 14.2559 -19.1168 14.7537
C: 15.5262 -18.3933 14.3204
C: 16.1393 -17.5666 15.4816
O: 15.2298 -16.5138 15.7941
C: 15.4922 -15.8770 17.0320
N: 16.5371 -19.4160 14.0826
H: 14.3660 -19.9446 15.4542
H: 13.8298 -19.7100 13.9446
H: 13.4858 -18.4391 15.1222
H: 15.4130 -17.7748 13.4301
H: 17.0869 -17.1510 15.1390
H: 16.2681 -18.2295 16.3372
H: 15.0828 -14.8690 16.9645
H: 16.5636 -15.8069 17.2196
H: 14.9849 -16.4114 17.8352
H: 16.2114 -19.9746 13.3068
H: 17.2867 -18.8643 13.6904
C: 17.7864 -23.3101 8.2316
C: 16.3781 -23.0044 7.7559
C: 16.2986 -21.8113 6.7519
O: 16.4152 -20.5283 7.2494
C: 17.5746 -20.0510 7.8777
N: 15.7900 -24.2158 7.2015
H: 18.0790 -22.5150 8.9174
H: 18.5127 -23.1825 7.4289
H: 17.9812 -24.2822 8.6847
H: 15.7539 -22.7255 8.6049
H: 15.2878 -21.8570 6.3465
H: 16.9565 -21.9113 5.8886
H: 17.6396 -20.2874 8.9397
H: 17.5385 -18.9624 7.8368
H: 18.4851 -20.4796 7.4589
H: 14.7838 -24.1855 7.1199
H: 15.8734 -24.9160 7.9246
C: 10.1420 -19.2807 9.8183
C: 10.5430 -17.9291 9.3315
C: 11.7008 -17.8914 8.2827
O: 12.8342 -18.4479 8.9156
C: 14.0469 -18.3892 8.1136
N: 9.2946 -17.5084 8.7236
H: 9.6858 -19.9690 9.1068
H: 9.3845 -19.1819 10.5959
H: 11.0098 -19.8257 10.1896
H: 10.9035 -17.3342 10.1708
H: 11.8994 -16.8967 7.8836
H: 11.5362 -18.5560 7.4345
H: 14.9142 -18.6001 8.7392
H: 14.2843 -17.4059 7.7076
H: 14.0282 -19.0633 7.2572
H: 9.4141 -16.6278 8.2437
H: 8.7434 -17.2424 9.5271
C: 19.1203 -14.3039 14.6712
C: 20.3505 -15.1786 14.5834
C: 21.3577 -14.9266 15.7024
O: 22.0170 -13.6430 15.6792
C: 22.9097 -13.4329 14.5675
N: 19.8931 -16.5873 14.6861
H: 19.3516 -13.2962 14.3260
H: 18.7063 -14.2893 15.6794
H: 18.3568 -14.5710 13.9406
H: 20.8157 -15.0152 13.6113
H: 22.0681 -15.7523 15.6604
H: 20.8294 -14.9566 16.6553
H: 23.3771 -14.3886 14.3304
H: 23.7393 -12.7857 14.8521
H: 22.4476 -12.9384 13.7131
H: 20.6629 -17.2374 14.7561
H: 19.5258 -16.7180 15.6179
C: 16.5934 -24.2401 13.4590
C: 16.1919 -22.7570 13.3849
C: 15.2788 -22.4196 12.2024
O: 15.2051 -21.0166 12.0902
C: 14.3806 -20.5981 10.9945
N: 15.5757 -22.3461 14.6725
H: 17.3241 -24.3145 14.2643
H: 17.0949 -24.4242 12.5089
H: 15.7300 -24.8503 13.7243
H: 17.0699 -22.1220 13.2667
H: 14.3090 -22.8599 12.4344
H: 15.5874 -22.8683 11.2583
H: 14.3471 -19.5142 10.8846
H: 13.3496 -20.9411 11.0807
H: 14.7419 -21.0286 10.0606
H: 14.6116 -22.6303 14.7715
H: 15.5268 -21.3373 14.6698
C: 16.3846 -12.8676 12.3802
C: 15.4708 -13.4138 13.4484
C: 15.6569 -12.5330 14.6984
O: 15.1925 -11.1894 14.5411
C: 15.4550 -10.2215 15.5942
N: 14.0257 -13.2824 13.0640
H: 17.4368 -12.8679 12.6647
H: 16.0971 -11.8780 12.0252
H: 16.3021 -13.4140 11.4406
H: 15.7697 -14.4392 13.6660
H: 16.7016 -12.4769 15.0042
H: 15.1892 -13.0208 15.5536
H: 16.5333 -10.0707 15.5423
H: 15.0928 -10.5425 16.5709
H: 15.0273 -9.2344 15.4187
H: 13.7881 -12.3033 12.9927
H: 13.3953 -13.6394 13.7677
C: 22.2725 -14.5967 11.3394
C: 23.2190 -14.0414 10.3038
C: 23.8854 -12.6776 10.6961
O: 24.5739 -12.7849 11.9297
C: 25.1677 -11.5240 12.3944
N: 24.2932 -15.0300 10.0461
H: 21.5673 -15.2565 10.8339
H: 21.7924 -13.7342 11.8017
H: 22.7294 -15.1195 12.1796
H: 22.7290 -13.8861 9.3426
H: 23.1033 -11.9248 10.7939
H: 24.4975 -12.3848 9.8429
H: 24.3654 -10.7863 12.3817
H: 25.9965 -11.1861 11.7722
H: 25.5348 -11.6144 13.4168
H: 23.8335 -15.9240 9.9491
H: 24.9818 -15.1152 10.7801
C: 21.8794 -17.8552 9.4960
C: 21.1850 -18.7221 8.4688
O: 21.2448 -20.0050 8.9734
H: 21.4735 -17.9275 10.5050
H: 21.8901 -16.8094 9.1890
H: 22.9407 -18.0989 9.5462
H: 21.6532 -18.6822 7.4853
H: 20.1329 -18.4450 8.4024
H: 20.6942 -19.9956 9.7598
C: 19.2154 -13.5949 9.7589
C: 19.6662 -14.2555 8.5148
O: 19.2706 -15.6279 8.5925
H: 18.1463 -13.7862 9.8502
H: 19.4544 -12.5315 9.7486
H: 19.6769 -14.1173 10.5968
H: 20.7343 -14.0692 8.4025
H: 19.1947 -13.7483 7.6731
H: 19.4037 -16.0548 7.7431
C: 22.5017 -19.8566 12.8733
C: 22.4132 -18.3592 13.2187
O: 22.1415 -18.1953 14.5784
H: 22.6977 -19.9334 11.8039
H: 21.5576 -20.3559 13.0911
H: 23.3389 -20.3266 13.3894
H: 21.5684 -17.9192 12.6889
H: 23.2507 -17.7380 12.9014
H: 22.8843 -17.7993 15.0400
C: 17.3265 -17.5970 10.6727
C: 18.1477 -16.9046 11.7620
O: 18.4953 -17.9435 12.7389
H: 16.8424 -16.9766 9.9185
H: 16.5247 -18.1999 11.0989
H: 18.0354 -18.1846 10.0894
H: 17.5109 -16.1832 12.2740
H: 19.0072 -16.3429 11.3962
H: 19.0125 -17.5175 13.4264
C: 20.4256 -20.7175 16.8797
C: 19.4074 -20.3178 15.8309
O: 18.1870 -20.1086 16.4630
H: 20.5156 -19.9755 17.6730
H: 21.4277 -20.8153 16.4624
H: 20.1286 -21.6673 17.3246
H: 19.3523 -21.0928 15.0664
H: 19.9021 -19.4589 15.3773
H: 17.5532 -20.1089 15.7419
C: 16.0208 -14.8117 7.8132
C: 14.7136 -14.2690 7.1862
O: 14.1753 -13.2028 7.9171
H: 16.5734 -15.3329 7.0314
H: 15.7146 -15.4749 8.6223
H: 16.6701 -13.9932 8.1241
H: 13.9565 -15.0426 7.0572
H: 14.9586 -14.0539 6.1461
H: 13.7848 -13.6151 8.6911
C: 14.1863 -16.1585 11.2603
C: 13.1004 -15.4432 10.4276
O: 13.3131 -14.0982 10.4787
H: 15.1573 -15.8499 10.8731
H: 14.0496 -17.2270 11.0941
H: 14.0534 -15.9864 12.3284
H: 12.0822 -15.5805 10.7919
H: 13.0959 -15.7300 9.3760
H: 13.4692 -13.8254 11.3858
C: 20.0294 -22.4368 11.1528
C: 18.9976 -21.3706 11.5978
O: 19.6260 -20.1202 11.2878
H: 20.2154 -22.3155 10.0857
H: 19.5629 -23.3920 11.3939
H: 20.9346 -22.2827 11.7401
H: 18.8572 -21.4900 12.6721
H: 18.0559 -21.5595 11.0825
H: 19.2361 -19.4329 11.8330

***

Record 2
The following is a quantum chemistry calculation of a molecular structure, C20H36CaCl2N4O2Si, from the OMol25 dataset.

Summary:
ΔE to the lowest compared entry with this formula, charge and spin = 0.076 eV
HOMO level = -6.3 eV
Gap between HOMO and LUMO = 0.239 Ha
Electronic energy = -3040.800236 hartree

Atoms and positions in Å:
Ca: 0.7415 0.6960 -0.0957
C: 1.8886 0.7977 -3.9386
C: 2.9978 1.3214 -3.0339
N: 2.9238 0.8697 -1.6439
C: 3.8009 -0.2478 -1.2909
C: 3.0387 -1.5464 -1.0722
N: 2.1729 -1.4253 0.1066
C: 1.5580 -2.7060 0.4923
C: 0.3555 -3.1195 -0.3527
C: -0.9554 -2.4338 0.0227
N: -1.1194 -1.0691 -0.4980
C: -1.7284 -0.9821 -1.8285
C: -0.7289 -0.5299 -2.8788
N: -0.2236 0.8108 -2.5544
C: 0.5161 1.4116 -3.6764
H: 1.8428 -0.2936 -3.8937
H: 2.1629 1.0451 -4.9675
H: 2.9525 2.4134 -3.0410
H: 3.9650 1.0451 -3.4717
H: 3.1219 1.6481 -1.0240
H: 4.3242 -0.0018 -0.3622
H: 4.5674 -0.4060 -2.0571
H: 3.7507 -2.3754 -0.9564
H: 2.4212 -1.7653 -1.9473
H: 2.7648 -1.1338 0.8820
H: 1.2363 -2.6197 1.5326
H: 2.3127 -3.5024 0.4502
H: 0.2145 -4.1927 -0.2018
H: 0.5662 -2.9930 -1.4188
H: -1.0219 -2.3709 1.1118
H: -1.7949 -3.0593 -0.3050
H: -1.7300 -0.5973 0.1672
H: -2.5474 -0.2557 -1.7943
H: -2.1711 -1.9380 -2.1270
H: -1.2004 -0.5486 -3.8714
H: 0.1139 -1.2243 -2.9037
H: -1.0374 1.4022 -2.3960
H: 0.6422 2.4747 -3.4584
H: -0.0850 1.3371 -4.5924
C: -0.0351 -0.2831 3.8610
Si: -0.9116 0.7640 2.5178
C: -1.3518 2.3741 3.4495
C: -2.6213 -0.0943 2.3117
C: -2.9366 -1.3471 2.8472
C: -4.1439 -1.9801 2.5722
C: -5.0836 -1.3699 1.7539
C: -4.8053 -0.1186 1.2177
C: -3.5914 0.4969 1.4901
H: -0.6180 -0.3509 4.7858
H: 0.9207 0.1871 4.1067
H: 0.1840 -1.3041 3.5310
H: -1.8729 2.1674 4.3887
H: -1.9942 3.0257 2.8503
H: -0.4424 2.9329 3.6897
H: -2.2252 -1.8427 3.4994
H: -4.3545 -2.9514 3.0044
H: -6.0260 -1.8588 1.5420
H: -5.5359 0.3763 0.5882
H: -3.3880 1.4728 1.0529
Cl: 1.5360 5.7134 1.0467
C: 1.0239 4.0367 0.9728
Cl: 0.5574 3.6363 -0.7430
C: 2.1075 3.0543 1.5465
O: 2.5474 3.3789 2.6292
O: 2.3492 2.0280 0.8392
H: 0.1023 3.9209 1.5365

***

Record 3
The following is a quantum chemistry calculation of 12 unconnected molecules or ions with the total composition C18H60O18 at a distorted geometry, from the OMol25 dataset.

Summary:
ΔE to the lowest compared entry with this formula, charge and spin = 2.026 eV
HOMO level = -9.5 eV
Gap between HOMO and LUMO = 0.355 Ha
Electronic energy = -2075.883698 hartree

Atoms and positions in Å:
O: 3.9897 -1.1112 4.0725
C: 2.6447 -0.6331 4.3575
C: 1.9502 -0.5040 3.0347
O: 2.7724 0.0680 2.0389
H: 4.1568 -1.7594 4.7618
H: 2.1556 -1.3942 4.9627
H: 2.7743 0.3237 4.8661
H: 1.0001 0.0286 3.0965
H: 1.6554 -1.5198 2.7225
H: 3.6143 -0.4063 2.0563
O: 1.3243 -0.1216 -0.4158
C: -0.0211 -0.4263 -0.8220
C: -1.0010 0.5708 -0.3015
O: -0.8057 0.7034 1.1154
H: 1.2139 0.3644 0.4117
H: -0.0276 -0.4344 -1.9149
H: -0.1909 -1.4552 -0.4946
H: -2.0533 0.4161 -0.5297
H: -0.7199 1.5377 -0.7428
H: -1.5254 1.1854 1.5392
O: 3.2258 -0.8794 -2.3023
C: 4.1135 0.1992 -2.5329
C: 4.7814 0.0597 -3.8817
O: 3.8478 -0.1745 -4.9269
H: 2.4667 -0.5631 -1.7985
H: 3.5915 1.1567 -2.4515
H: 4.9051 0.2162 -1.7683
H: 5.5861 -0.6851 -3.8499
H: 5.3244 0.9776 -4.1290
H: 3.8408 -1.1179 -5.1009
O: 4.7979 -3.9963 0.0278
C: 3.6499 -3.1665 0.1138
C: 2.3632 -3.9280 -0.1478
O: 2.1643 -4.9773 0.7838
H: 5.0760 -4.0178 -0.8927
H: 3.5835 -2.9345 1.1872
H: 3.7051 -2.2574 -0.4837
H: 2.3296 -4.3239 -1.1651
H: 1.4885 -3.2611 -0.1100
H: 2.0278 -4.5568 1.6378
O: -2.3290 -1.2262 -3.8216
C: -2.9026 -0.1952 -4.6286
C: -4.0157 0.4707 -3.8565
O: -3.6463 0.7797 -2.5258
H: -1.5234 -1.4802 -4.2820
H: -2.1552 0.5852 -4.8448
H: -3.2052 -0.6156 -5.5895
H: -4.8193 -0.2876 -3.8231
H: -4.4693 1.3421 -4.3162
H: -3.4516 -0.0435 -2.0669
O: 1.1379 4.5925 3.4176
C: 1.0993 3.3993 2.6146
C: 2.1556 3.4198 1.5385
O: 3.3855 2.8591 1.9846
H: 1.8520 4.4845 4.0533
H: 1.1842 2.5107 3.2509
H: 0.0756 3.4128 2.2331
H: 2.3998 4.4456 1.2716
H: 1.8119 2.8764 0.6471
H: 3.2418 1.9316 2.2206
C: -1.7823 -3.1158 0.9783
O: -3.1946 -3.1746 0.9427
H: -1.4566 -2.0926 1.1052
H: -1.3343 -3.8252 1.6858
H: -1.3975 -3.5308 0.0328
H: -3.5605 -4.0356 0.7308
C: 0.9465 3.1397 -2.5136
O: 1.7788 4.1195 -3.0792
H: 0.5341 3.4663 -1.5531
H: 0.1069 2.8380 -3.1562
H: 1.5116 2.2182 -2.3731
H: 1.3545 4.9799 -3.0487
C: -2.1186 2.9253 4.6144
O: -2.8926 2.2917 3.5741
H: -2.5341 2.6085 5.5712
H: -1.0791 2.5939 4.6283
H: -2.1341 3.9987 4.4415
H: -3.6971 1.9569 3.9764
C: -4.6311 -0.2521 2.5554
O: -5.9919 -0.3397 2.2027
H: -4.5617 -0.1479 3.6358
H: -4.0643 -1.1460 2.2676
H: -4.1380 0.5808 2.0426
H: -6.0824 -0.2507 1.2518
C: -4.4546 3.2580 0.0926
O: -3.7756 3.1723 -1.1531
H: -4.4546 2.2575 0.5392
H: -3.8986 3.9403 0.7333
H: -5.4842 3.6197 0.0265
H: -3.9709 2.2981 -1.5181
C: -0.8349 -3.8969 -2.7447
O: -0.2513 -4.7993 -1.8130
H: -0.3492 -3.9303 -3.7144
H: -1.8985 -4.1393 -2.8551
H: -0.8662 -2.8775 -2.3421
H: -0.9443 -5.1733 -1.2653

***

Record 4
The following is a quantum chemistry calculation of 2 unconnected molecules or ions with the total composition C9H14 at a distorted geometry, from the OMol25 dataset.

Summary:
ΔE to the lowest compared entry with this formula, charge and spin = 2.263 eV
HOMO level = -8.9 eV
Gap between HOMO and LUMO = 0.364 Ha
Electronic energy = -351.247018 hartree

Atoms and positions in Å:
C: -1.0722 -1.6861 1.3101
C: -0.9156 -0.2094 1.3993
C: -0.3977 0.6299 2.3691
C: -0.1320 1.9063 2.1527
C: -0.4444 2.6056 0.9187
C: -1.2051 1.8375 0.0026
C: -1.3498 0.4726 0.2372
H: -0.0537 -2.1632 1.3704
H: -1.4830 -1.9331 0.3380
H: -1.6707 -2.1938 1.9297
H: -0.2498 0.1329 3.2484
H: 0.5045 2.4573 2.7544
H: -0.4247 3.6358 0.6258
H: -1.8570 2.2030 -0.7176
H: -1.6553 -0.1748 -0.6164
C: 1.3959 -1.1155 -1.4515
C: 1.7864 -0.7613 -2.8936
H: 0.4794 -1.5822 -1.2629
H: 2.1439 -1.7464 -1.0100
H: 1.1088 -0.2008 -0.7479
H: 1.3338 0.2285 -3.0915
H: 2.8061 -0.9198 -3.1759
H: 1.3522 -1.4230 -3.6892

***

Record 5
The following is a quantum chemistry calculation of a molecular structure, C9H23N4O6S2, from the OMol25 dataset.

Summary:
HOMO level = -5.0 eV
Gap between HOMO and LUMO = 0.265 Ha
Total charge = -1
Electronic energy = -1823.623072 hartree

Atoms and positions in Å:
C: 5.3159 -3.0928 -0.1952
O: 4.8836 -1.7971 -0.5233
C: 3.4647 -1.6960 -0.4987
C: 3.0523 -0.2766 -0.8819
C: 2.0612 0.3630 0.0911
C: 0.8265 -0.5102 0.3772
C: -0.4294 0.3297 0.5791
S: -1.7749 -0.6093 1.3271
O: -1.4599 -2.0135 1.1335
O: -1.8660 -0.1751 2.7098
N: -2.9654 -0.0935 0.4064
S: -4.4911 -0.4412 0.7341
O: -5.1677 0.6527 1.3897
O: -4.6677 -1.7606 1.3137
C: -5.1411 -0.5406 -0.9484
C: -6.1613 -1.6600 -1.1036
N: -7.2250 -1.5977 -0.0974
H: 6.4014 -3.1150 -0.2930
H: 4.8833 -3.8436 -0.8709
H: 5.0357 -3.3608 0.8324
H: 3.0976 -1.9541 0.5044
H: 3.0449 -2.4372 -1.1920
H: 2.6372 -0.2582 -1.8936
H: 3.9702 0.3180 -0.9120
H: 1.7601 1.3387 -0.2990
H: 2.5839 0.5379 1.0387
H: 0.6524 -1.2106 -0.4439
H: 0.9910 -1.1107 1.2734
H: -0.7891 0.7272 -0.3682
H: -0.2329 1.1731 1.2431
H: -4.2740 -0.7497 -1.5729
H: -5.5506 0.4308 -1.2277
H: -5.6204 -2.6113 -1.0849
H: -6.6262 -1.5655 -2.0900
H: -8.1032 -1.8942 -0.5000
H: -7.0146 -2.1992 0.6886
C: 2.6798 4.4422 -0.0824
O: 1.6783 4.0760 -0.6629
N: 2.6633 4.8490 1.2250
N: 3.9107 4.4697 -0.6882
H: 3.4801 5.1406 1.7253
H: 1.7804 4.8133 1.7001
H: 3.9556 4.1568 -1.6393
H: 4.7504 4.7555 -0.2235

***

Record 6
The following is a quantum chemistry calculation of a single C5H7NO molecule, from the OMol25 dataset.

Summary:
ΔE to the lowest compared entry with this formula, charge and spin = 1.384 eV
HOMO level = -7.5 eV
Gap between HOMO and LUMO = 0.316 Ha
Electronic energy = -324.673612 hartree

Atoms and positions in Å:
C: 2.4240 0.0383 0.0820
C: 0.9591 0.0856 -0.0811
C: 0.0056 -0.8885 -0.1644
C: -1.2369 -0.1736 -0.0531
N: -2.5481 -0.4982 0.2179
C: -0.9257 1.1516 -0.0734
O: 0.4291 1.3196 -0.0348
H: 2.8780 0.8622 -0.4763
H: 2.7852 -0.9220 -0.2855
H: 2.6841 0.1496 1.1420
H: 0.2071 -1.9394 -0.3479
H: -3.0591 -1.3305 0.0146
H: -3.0551 0.2689 0.6219
H: -1.5358 1.8992 -0.5527

***

> Which value of gap between HOMO and LUMO does entry 2 give?

0.239 Ha

***

> Among the records above, which one has the highest HOMO level?

C9H23N4O6S2